This record from the Open Molecules 2025 dataset describes a 4-piece molecular cluster, C40H51FN5O16 overall in a non-equilibrium geometry. The level of theory is the ωB97M-V functional and the def2-TZVPD basis.

The value obtained for the energy above the lowest of the compared OMol25 structures with the same formula, charge and spin is 0.0 kcal/mol. The value obtained for the lowest unoccupied orbital energy is -4.168 eV. The HOMO-LUMO gap is 7.294 eV. Its total energy is -3131.9764 a.u. Its spin multiplicity is 1. As for the total charge: +1.

Structure (XYZ):
```
113
C40H51FN5O16, DFT the ωB97M-V functional and the def2-TZVPD basis
C 10.911 0.584 -2.572
C 9.764 -0.055 -3.405
C 8.406 -0.107 -2.652
C 7.224 0.027 -3.645
C 6.027 -0.926 -3.325
C 4.726 -0.152 -3.026
C 3.465 -1.063 -3.075
C 2.348 -0.555 -4.036
C 1.050 -0.158 -3.295
C 0.485 -1.357 -2.507
N -0.945 -1.279 -2.234
C -2.055 -1.837 -2.815
N -2.061 -2.623 -3.879
C -3.366 -3.102 -4.391
C -4.149 -3.963 -3.361
C -5.523 -3.299 -3.118
C -6.325 -4.012 -2.040
O -5.803 -4.644 -1.176
O -7.685 -3.842 -2.127
C -8.158 -2.864 -1.205
C -7.892 -1.409 -1.638
N -0.894 -2.983 -4.599
C -0.466 -4.102 -4.223
O 0.065 -5.028 -3.810
N -3.132 -1.432 -2.132
C -2.727 -0.654 -1.131
O -3.488 -0.080 -0.229
N -1.386 -0.542 -1.209
C -0.669 0.298 -0.256
C -0.581 1.776 -0.794
C -1.457 2.737 0.011
F -1.095 1.783 -2.085
H 10.726 0.558 -1.496
H 11.830 0.023 -2.769
H 11.092 1.613 -2.894
H 10.087 -1.062 -3.686
H 9.672 0.522 -4.330
H 8.412 0.688 -1.901
H 8.392 -1.066 -2.123
H 6.850 1.055 -3.591
H 7.598 -0.170 -4.651
H 5.904 -1.590 -4.189
H 6.307 -1.564 -2.481
H 4.644 0.634 -3.783
H 4.818 0.253 -2.015
H 3.778 -2.051 -3.426
H 3.083 -1.153 -2.053
H 2.729 0.281 -4.625
H 2.071 -1.382 -4.702
H 1.283 0.688 -2.639
H 0.327 0.195 -4.036
H 0.762 -2.261 -3.043
H 1.021 -1.409 -1.556
H -3.147 -3.734 -5.252
H -3.967 -2.261 -4.744
H -3.607 -4.099 -2.425
H -4.360 -4.946 -3.789
H -5.401 -2.247 -2.850
H -6.093 -3.349 -4.053
H -9.241 -2.987 -1.133
H -7.770 -3.002 -0.190
H -6.935 -1.038 -1.256
H -8.664 -0.780 -1.179
H -7.975 -1.261 -2.716
H -3.548 -0.705 0.518
H 0.346 -0.048 -0.055
H -1.190 0.308 0.700
H 0.452 2.120 -0.854
H -1.260 2.679 1.081
H -1.203 3.744 -0.329
H -2.511 2.600 -0.243
C -2.915 -0.760 3.689
C -2.394 -0.599 4.915
C -1.499 -1.639 5.530
O -1.030 -1.432 6.630
C -1.232 -2.852 4.769
C -1.758 -3.009 3.550
C -2.623 -1.960 2.929
O -3.052 -2.154 1.796
O -1.542 -4.105 2.815
O -2.636 0.480 5.645
H -3.558 -0.019 3.234
H -0.599 -3.599 5.227
H -2.031 -3.978 1.984
H -2.151 0.361 6.483
C -2.224 7.053 4.685
C -1.381 6.487 3.815
C -1.868 5.608 2.703
O -1.050 5.134 1.933
C -3.298 5.357 2.599
C -4.143 5.921 3.470
C -3.659 6.821 4.569
O -4.480 7.314 5.315
O -5.457 5.721 3.419
O -0.060 6.667 3.880
H -1.885 7.690 5.489
H -3.636 4.709 1.802
H -5.836 6.241 4.154
H 0.317 6.157 3.141
C 2.286 1.996 5.044
C 1.658 0.927 5.546
C 2.036 -0.468 5.151
O 1.423 -1.388 5.657
C 3.105 -0.644 4.176
C 3.734 0.425 3.672
C 3.371 1.821 4.085
O 3.990 2.747 3.600
O 4.716 0.321 2.777
O 0.660 1.026 6.428
H 2.023 3.007 5.323
H 3.358 -1.655 3.887
H 4.999 1.235 2.585
H 0.393 0.108 6.639
```


This record from the Open Molecules 2025 dataset describes C2I3NO3 as an isolated structure in a non-equilibrium geometry. The level of theory is the ωB97M-V functional and the def2-TZVPD basis.

The value obtained for the energy above the lowest of the compared OMol25 structures with the same formula, charge and spin is 71.4 kcal/mol. The value obtained for the lowest unoccupied orbital energy is -1.963 eV. The HOMO-LUMO gap is 6.848 eV. Its total energy is -1249.5848 a.u. Its spin multiplicity is 1. As for the total charge: 0.

Structure (XYZ):
```
9
C2I3NO3, DFT the ωB97M-V functional and the def2-TZVPD basis
C 0.585 -0.271 -0.814
C 1.723 -0.029 -0.274
N -1.650 0.449 0.381
O -0.723 0.848 0.996
O -2.316 0.938 -0.485
O -0.347 -0.489 -1.431
I 2.553 -1.690 0.684
I 2.500 1.934 0.151
I -2.326 -1.690 0.792
```


This record from the Open Molecules 2025 dataset describes one molecule with the formula C23H27NO6 in a non-equilibrium geometry. The level of theory is the ωB97M-V functional and the def2-TZVPD basis.

The value obtained for the energy above the lowest of the compared OMol25 structures with the same formula, charge and spin is 56.2 kcal/mol. The value obtained for the lowest unoccupied orbital energy is 0.434 eV. As for the structure (SMILES): COCCOC(=O)C1=C(C)NC2=C(C(=O)CC(C)(C)C2)[C@@H]1c1ccc2c(c1)OCO2. The HOMO-LUMO gap is 8.289 eV. Its total energy is -1398.8313 a.u. Its spin multiplicity is 1. As for the total charge: 0.

Structure (XYZ):
```
57
C23H27NO6, DFT the ωB97M-V functional and the def2-TZVPD basis
C -6.015 -0.354 0.514
O -5.514 0.901 0.125
C -4.112 0.960 0.188
C -3.657 2.385 -0.130
O -2.259 2.404 -0.383
C -1.459 2.245 0.695
O -1.871 2.275 1.828
C -0.069 1.928 0.323
C 0.605 2.446 -0.716
C 0.141 3.552 -1.607
N 1.875 1.980 -1.012
C 2.525 1.051 -0.245
C 1.921 0.489 0.824
C 2.614 -0.453 1.690
O 2.089 -0.958 2.664
C 4.063 -0.741 1.337
C 4.351 -0.666 -0.163
C 3.567 -1.752 -0.902
C 5.847 -0.862 -0.417
C 3.927 0.725 -0.653
C 0.480 0.789 1.165
C -0.408 -0.412 0.906
C -1.178 -0.959 1.919
C -2.071 -2.002 1.683
C -2.157 -2.472 0.396
C -1.374 -1.937 -0.626
C -0.497 -0.908 -0.399
O -1.660 -2.582 -1.805
C -2.633 -3.552 -1.486
O -2.959 -3.463 -0.117
H -7.097 -0.299 0.419
H -5.746 -0.583 1.552
H -5.629 -1.154 -0.130
H -3.754 0.671 1.187
H -3.661 0.269 -0.545
H -4.137 2.734 -1.045
H -3.903 3.051 0.702
H 0.894 4.339 -1.652
H -0.791 3.973 -1.248
H -0.021 3.173 -2.615
H 2.376 2.422 -1.768
H 4.323 -1.722 1.737
H 4.672 0.000 1.865
H 2.499 -1.650 -0.726
H 3.873 -2.736 -0.556
H 3.751 -1.696 -1.974
H 6.165 -1.840 -0.065
H 6.432 -0.106 0.103
H 6.067 -0.795 -1.481
H 4.018 0.783 -1.741
H 4.602 1.476 -0.226
H 0.402 1.042 2.228
H -1.087 -0.563 2.917
H -2.672 -2.422 2.471
H 0.089 -0.490 -1.201
H -3.537 -3.380 -2.092
H -2.238 -4.558 -1.707
```


This record from the Open Molecules 2025 dataset describes C30H39IrN6O5S2 as an isolated structure in a non-equilibrium geometry. The level of theory is the ωB97M-V functional and the def2-TZVPD basis.

As for the expectation value of S²: 6.033. The value obtained for the energy above the lowest of the compared OMol25 structures with the same formula, charge and spin is 87.3 kcal/mol. The value obtained for the lowest unoccupied orbital energy (spin up / spin down) is 0.047 / -2.878 eV. The HOMO-LUMO gap (spin up / spin down) is 7.358 / 5.140 eV. Its total energy is -2771.7801 a.u. Its spin multiplicity is 5. As for the total charge: 0.

Structure (XYZ):
```
83
C30H39IrN6O5S2, DFT the ωB97M-V functional and the def2-TZVPD basis
Ir 1.166 0.469 3.708
O -2.638 0.671 4.944
C -1.627 1.134 4.437
O -0.387 0.888 4.905
C -1.640 2.133 3.178
C -0.391 3.045 3.204
C -0.627 4.094 2.098
C -0.323 3.354 0.803
C -0.099 1.941 1.254
O 0.658 2.195 2.624
C -1.500 1.466 1.797
C -1.482 -0.096 1.987
O -2.276 -0.764 1.304
O -0.531 -0.574 2.756
H -2.484 2.882 3.304
H -0.137 3.415 4.206
H 0.047 4.864 2.298
H -1.641 4.512 2.117
H 0.592 3.682 0.273
H -1.100 3.381 0.051
H 0.557 1.391 0.571
H -2.223 1.851 1.062
S 1.794 -1.403 4.831
C 2.690 -2.059 3.440
N 2.687 -3.363 3.156
N 2.208 -4.204 4.171
C 1.537 -5.344 3.832
C 1.692 -5.796 2.467
C 0.975 -6.903 2.097
C 0.226 -7.658 2.994
C 0.221 -7.278 4.339
C 0.779 -6.086 4.756
N 2.977 -1.286 2.366
N 2.576 -0.054 2.555
C 3.091 1.119 1.741
C 4.022 2.034 2.366
C 4.708 2.944 1.603
C 4.568 2.854 0.186
C 3.668 2.015 -0.432
C 2.887 1.149 0.358
H 2.044 -3.812 5.110
H 2.306 -5.261 1.743
H 1.050 -7.234 1.077
H -0.345 -8.523 2.635
H -0.165 -7.937 5.115
H 0.705 -5.584 5.771
H 4.047 2.119 3.466
H 5.289 3.682 2.106
H 5.277 3.466 -0.415
H 3.516 1.981 -1.516
H 2.288 0.374 -0.086
C -3.300 -1.487 -5.011
C -3.679 -2.421 -3.826
C -2.677 -2.460 -2.665
C -2.525 -1.205 -1.789
N -1.924 -0.008 -2.304
C -0.663 0.057 -2.919
S 0.425 -1.179 -3.348
N -0.396 1.352 -3.315
C -1.445 2.319 -3.629
C -0.921 3.722 -3.953
C -0.412 3.932 -5.398
C 0.774 3.083 -5.998
H -3.692 -1.935 -5.934
H -2.238 -1.507 -5.112
H -3.676 -0.467 -4.970
H -3.649 -3.463 -4.229
H -4.697 -2.282 -3.488
H -1.721 -2.841 -2.961
H -3.073 -3.191 -1.912
H -2.077 -1.472 -0.854
H -3.563 -0.898 -1.522
H -2.094 0.811 -1.666
H 0.467 1.447 -3.886
H -2.062 2.415 -2.703
H -2.176 1.980 -4.405
H -0.232 4.018 -3.156
H -1.861 4.302 -3.810
H -0.181 5.000 -5.485
H -1.266 3.842 -6.109
H 1.569 2.795 -5.221
H 1.273 3.737 -6.698
H 0.452 2.118 -6.432
```


Repeat the second record exactly.
This record from the Open Molecules 2025 dataset describes C2I3NO3 as an isolated structure in a non-equilibrium geometry. The level of theory is the ωB97M-V functional and the def2-TZVPD basis.

The value obtained for the energy above the lowest of the compared OMol25 structures with the same formula, charge and spin is 71.4 kcal/mol. The value obtained for the lowest unoccupied orbital energy is -1.963 eV. The HOMO-LUMO gap is 6.848 eV. Its total energy is -1249.5848 a.u. Its spin multiplicity is 1. As for the total charge: 0.

Structure (XYZ):
```
9
C2I3NO3, DFT the ωB97M-V functional and the def2-TZVPD basis
C 0.585 -0.271 -0.814
C 1.723 -0.029 -0.274
N -1.650 0.449 0.381
O -0.723 0.848 0.996
O -2.316 0.938 -0.485
O -0.347 -0.489 -1.431
I 2.553 -1.690 0.684
I 2.500 1.934 0.151
I -2.326 -1.690 0.792
```